(1)
15
Properties=species:S:1:pos:R:3 method="wB97M-V/def2-TZVPD" spin_multiplicity=2 lumo_energy_ev="0.814 / -4.246"
Br -0.554 -1.116 -4.609
C -0.050 -0.281 1.662
C -0.995 -0.603 0.787
C -0.869 -0.363 -0.584
C 0.269 0.262 -1.060
C 1.225 0.678 -0.115
C 1.061 0.491 1.244
O 1.902 1.000 2.174
O -1.915 -0.507 -1.432
H -0.208 -0.350 2.728
H -1.935 -0.982 1.160
H 0.454 0.342 -2.121
H 1.986 1.330 -0.517
H 1.343 1.023 2.955
H -1.711 -0.923 -2.273



(2)
17
Properties=species:S:1:pos:R:3 method="wB97M-V/def2-TZVPD" spin_multiplicity=1 lumo_energy_ev=0.120
C 1.887 0.089 1.255
C 0.848 -0.803 0.731
C 0.112 -0.191 -0.478
C -0.439 1.253 -0.156
C 1.464 1.310 1.942
C 0.777 2.199 0.134
O 3.034 -0.127 1.000
F 1.824 1.991 -0.698
Cl 2.750 2.285 2.425
Cl 0.127 1.384 3.062
Cl 0.470 3.824 0.559
H 1.292 -1.604 0.358
H 0.155 -1.088 1.544
H 0.909 0.008 -1.279
H -0.802 -0.837 -0.781
H -1.112 1.634 -0.809
H -1.192 1.253 0.757